No. 1
17
Properties=species:S:1:pos:R:3:forces:R:3 method="wB97M-V/def2-TZVPD" spin_multiplicity=2 total_energy_ev=-8880.2018 s2=0.75 largest_force_ha_per_bohr=0.02331 orbital_gap_ha="0.1783 / 0.3851" e_homo_ev="-3.94 / -9.70"
O -2.8985 -2.1852 0.3852 -0.01 -0.43 0.15
C -2.3157 -1.5501 1.2203 0.08 1.00 -0.26
C -1.7167 -0.1981 0.9135 -0.39 0.94 0.06
C -0.8889 -0.1714 -0.3973 0.10 -0.77 0.79
C 0.4338 0.5075 -0.1897 -0.33 0.35 0.10
C 1.5534 0.1965 -0.8526 0.14 -0.35 -0.04
N 2.7390 1.0595 -0.7815 0.33 -1.15 -0.11
H -2.1847 -1.8765 2.2627 -0.19 -0.40 0.13
H -2.5258 0.5412 0.8233 -0.33 -0.43 -0.21
H -1.2293 0.2351 1.7941 0.62 -0.55 -0.15
H -0.7223 -1.2177 -0.6654 0.16 -0.01 -0.16
H -1.5091 0.2080 -1.1994 0.06 0.42 -0.20
H 0.4910 1.1706 0.6633 0.02 0.18 0.01
H 1.5485 -0.4998 -1.6769 0.14 0.10 -0.08
H 3.5957 0.5002 -0.8864 -0.15 -0.08 0.00
H 2.8127 1.4683 0.1469 -0.09 0.51 -0.04
H 2.8167 1.8121 -1.5601 -0.17 0.67 0.03

***

No. 2
17
Properties=species:S:1:pos:R:3:forces:R:3 method="wB97M-V/def2-TZVPD" smiles=CC#C[C@@H](O)[NH2+]C total_energy_ev=-8874.7289 largest_force_ha_per_bohr=0.08314 total_charge=+1 orbital_gap_ha=0.3954 e_homo_ev=-13.96
C 0.2056 1.8676 -0.8933 -0.33 -1.95 1.14
C -0.0499 0.7839 -0.3954 0.51 1.84 0.04
C 0.5577 3.1909 -1.3337 -0.92 0.54 -0.43
C 0.4581 -2.2798 1.5566 -0.79 -1.46 -2.68
C -0.5517 -0.3469 0.3424 -3.76 0.24 -2.02
N 0.3542 -1.5450 0.2787 -2.86 -0.14 -0.81
O -1.7516 -0.9238 -0.5079 -0.34 1.38 0.76
H 1.5707 3.2492 -1.6594 0.93 0.09 0.16
H -0.0164 3.5154 -2.1961 -0.31 -0.26 -0.23
H 0.3024 3.9180 -0.5631 0.40 -0.05 0.18
H 1.2523 -1.9287 2.0876 1.23 1.99 2.43
H -0.5637 -2.4023 1.8825 0.29 -0.16 0.92
H 0.9411 -3.1716 1.2232 -0.48 -1.51 0.04
H -1.1019 -0.1670 1.3142 1.67 -0.17 -0.66
H -0.2712 -2.1280 -0.4058 1.65 0.87 0.89
H 1.2611 -1.3187 -0.1046 0.17 0.17 -0.43
H -2.5969 -0.3132 -0.6260 2.95 -1.43 0.70

***

No. 3
17
Properties=species:S:1:pos:R:3:forces:R:3 method="wB97M-V/def2-TZVPD" total_energy_ev=-8874.9453 largest_force_ha_per_bohr=0.06591 total_charge=+1 orbital_gap_ha=0.2880 e_homo_ev=-13.16
C -0.0144 -0.1379 -2.8458 1.46 0.59 -0.15
C -0.5151 1.4200 -0.9961 0.97 -3.11 0.94
C 0.5341 0.7409 0.1804 2.77 -0.52 0.25
C -0.2224 -0.8701 2.1072 -0.14 -0.35 -1.78
C 0.2916 0.4415 1.6146 -0.52 -0.88 -1.51
N -0.5854 0.8985 -2.0944 -0.49 3.15 -0.22
O 0.6748 1.2990 2.4903 -0.87 0.84 0.16
H -0.7532 -0.4064 -3.5388 -0.68 -0.83 -1.14
H 0.9710 0.0157 -3.3673 -1.09 0.76 0.48
H -1.0971 2.1608 -0.5256 -0.70 1.11 -0.05
H 0.1930 -0.8756 -2.1504 0.35 -2.37 1.08
H 1.3306 1.5412 0.1876 -0.67 -0.67 -0.01
H 1.0539 -0.2041 -0.2807 -1.35 1.58 0.72
H 0.6229 -1.5476 2.1301 0.59 -0.08 0.15
H -0.9411 -1.4303 1.4921 0.19 0.75 -0.37
H -0.6437 -0.8498 3.0605 -0.47 0.36 1.81
H 0.2171 1.2161 3.3606 0.66 -0.31 -0.37

***

No. 4
17
Properties=species:S:1:pos:R:3:forces:R:3 method="wB97M-V/def2-TZVPD" smiles=C[C@]12C[N@H+]1CCO2 total_energy_ev=-8874.9298 largest_force_ha_per_bohr=0.13105 total_charge=+1 orbital_gap_ha=0.3989 e_homo_ev=-14.20
C 1.4335 0.2222 -0.6303 -0.33 -1.84 0.21
C -0.2590 1.3408 1.0535 2.45 -5.96 -1.98
C 1.4761 -1.0428 0.2674 1.00 2.28 0.13
C -0.6857 -0.2440 0.1938 -2.09 2.50 1.58
C -2.1305 -0.5942 -0.2359 0.31 -1.76 0.38
N 0.1189 0.7819 -0.3731 0.26 2.81 -0.95
O 0.0934 -1.2873 0.4510 -0.01 -1.57 0.46
H 2.1505 0.9353 -0.4914 2.07 1.77 1.10
H 1.4762 0.0777 -1.6731 -0.10 -0.97 -1.33
H -0.8734 2.1648 1.0140 -1.29 1.55 0.02
H 0.6382 1.1773 1.7089 -1.31 0.64 -0.60
H 2.0713 -1.8660 -0.1342 -0.77 -0.12 -0.12
H 1.9751 -0.7184 1.2002 -0.52 -0.52 -0.07
H -1.9744 -1.6003 -0.7530 -0.47 1.11 0.81
H -2.5889 0.0287 -1.0087 0.35 0.42 0.42
H -2.8613 -0.7393 0.6411 1.41 0.32 -1.31
H -0.0603 1.3638 -1.2300 -0.97 -0.67 1.25

***

No. 5
17
Properties=species:S:1:pos:R:3:forces:R:3 method="wB97M-V/def2-TZVPD" total_energy_ev=-8874.9967 largest_force_ha_per_bohr=0.06454 total_charge=+1 orbital_gap_ha="0.3738 / 0.1779" e_homo_ev="-13.81 / -11.47"
C -1.9704 -0.8666 0.1049 -1.81 -1.43 -0.10
C 0.1358 0.6107 0.0396 -0.28 0.61 -0.10
C 1.3109 -0.1946 0.5866 -2.93 0.11 0.33
C -1.4651 0.3947 0.0524 2.81 1.69 0.51
C 2.4618 -0.5317 -0.2082 0.88 -0.46 -0.30
N -2.2151 1.5099 0.0462 0.15 -1.60 -0.24
O -3.2962 -1.0580 -0.0387 1.17 0.60 0.17
H -1.3236 -1.7235 0.2145 0.07 -0.06 -0.02
H 0.2368 1.5441 0.6142 -0.17 0.17 -0.24
H 0.3613 0.8517 -1.0048 -0.05 0.12 0.06
H 1.2596 -0.5031 1.6197 0.03 0.03 0.14
H 2.3730 -0.2408 -1.2509 0.07 -0.01 -0.06
H 2.6605 -1.6079 -0.1322 0.00 -0.05 -0.22
H 3.3655 -0.0878 0.2245 0.04 0.14 -0.10
H -3.5289 -1.9900 -0.1017 -0.01 -0.24 0.04
H -1.8616 2.3809 -0.3121 0.20 0.18 0.18
H -3.2151 1.3838 0.0796 -0.17 0.21 -0.04

***

No. 6
17
Properties=species:S:1:pos:R:3:forces:R:3 method="wB97M-V/def2-TZVPD" smiles=C#[N+][C@@H](C)OCC total_energy_ev=-8874.2100 largest_force_ha_per_bohr=0.09244 total_charge=+1 orbital_gap_ha=0.3546 e_homo_ev=-14.70
C 1.7340 1.9167 -0.1479 0.65 0.67 0.09
C -1.9267 0.7343 -0.2579 -1.11 -0.46 -1.39
C 2.1844 -1.3604 0.0242 -3.10 2.47 1.73
C -1.5369 -0.3153 0.7040 -1.57 -1.28 2.10
C 0.6945 -0.3237 -0.2233 1.96 -3.45 2.62
N 1.1893 0.9789 -0.4805 0.71 1.09 1.10
O -0.1206 -0.3497 0.9131 1.50 0.01 -0.54
H 2.3663 2.7091 0.2356 -0.34 0.08 -0.35
H -1.7333 1.7218 0.1634 -0.08 0.07 -0.35
H -1.4066 0.5680 -1.2758 -1.11 0.54 1.47
H -3.0364 0.5510 -0.3627 1.10 0.75 -0.38
H 2.3243 -1.4580 1.1304 -0.17 0.33 -1.07
H 3.0012 -0.9426 -0.4898 0.97 0.92 -0.44
H 1.9943 -2.2880 -0.4099 -0.76 -1.52 -0.61
H -1.9675 -1.3148 0.4765 0.88 0.29 -0.67
H -2.0772 -0.2162 1.7358 1.56 0.55 -1.53
H 0.2436 -0.6262 -1.0984 -1.09 -1.05 -1.77

***

No. 7
17
Properties=species:S:1:pos:R:3:forces:R:3 method="wB97M-V/def2-TZVPD" smiles=CO[C@H]1[C@@H]2[NH2+][C@@]21C total_energy_ev=-8873.6172 largest_force_ha_per_bohr=0.07598 total_charge=+1 orbital_gap_ha=0.4027 e_homo_ev=-14.12
C 0.7554 -1.4810 0.0553 0.58 2.67 -0.17
C 0.0953 -0.4906 -0.8949 -1.91 1.82 2.08
C 0.1076 -0.2921 0.7553 0.67 -1.00 -3.49
C 0.4300 0.6566 1.8224 -0.09 0.21 1.95
C -0.4155 1.4768 -2.0575 -2.79 -1.25 -0.39
N -0.3981 -1.6682 0.9076 0.04 1.71 -1.53
O 0.5355 0.5049 -1.7242 2.50 -2.07 2.17
H 1.6923 -1.9616 0.2089 0.36 -0.41 -0.16
H -0.9321 -0.6836 -1.2065 -0.20 -1.00 0.06
H 1.4790 0.9325 1.7687 -0.01 0.36 -0.15
H 0.3342 0.1540 2.8237 0.09 0.22 -0.80
H -0.2273 1.5503 1.9215 0.47 -0.65 -0.56
H -1.2979 0.8581 -2.5603 1.29 1.77 1.02
H 0.1432 1.9540 -2.8070 0.00 1.37 -1.09
H -0.7762 2.1910 -1.2424 0.63 -1.23 -0.85
H -1.2294 -1.7899 0.3854 -1.65 -1.04 0.09
H -0.2961 -1.9111 1.8437 0.01 -1.48 1.82

***

No. 8
17
Properties=species:S:1:pos:R:3:forces:R:3 method="wB97M-V/def2-TZVPD" smiles="C=C([NH3+])CCC=O" total_energy_ev=-8875.9752 largest_force_ha_per_bohr=0.07623 total_charge=+1 orbital_gap_ha=0.3927 e_homo_ev=-14.19
O 2.0270 1.5511 0.0397 -2.13 0.60 1.48
C 1.2541 1.7656 0.9864 2.09 -0.75 -0.26
C 0.2545 0.7156 1.4226 1.73 -2.47 0.89
C -0.8375 0.5271 0.3911 -2.64 0.18 2.00
C -0.6320 -0.6762 -0.4456 0.26 -0.66 -3.86
C -1.3856 -1.7353 -0.7697 0.34 0.93 1.57
N 0.6100 -0.6598 -1.4513 -0.44 0.65 1.56
H 1.4039 2.6153 1.6746 -0.04 0.24 -0.51
H -0.0275 0.6397 2.5116 -0.04 0.98 -1.21
H 0.9101 -0.2222 1.3482 -0.70 1.03 0.22
H -1.8873 0.3919 0.8438 1.59 -0.42 -0.10
H -1.0768 1.5476 0.0428 0.47 -0.72 -1.52
H -1.2707 -2.4321 -1.5780 0.67 -0.06 -0.25
H -2.1404 -2.0358 -0.0866 -1.03 0.19 0.33
H 0.4504 -1.2693 -2.2423 -0.20 0.06 -0.34
H 1.4379 -0.9956 -0.9765 0.30 -0.37 0.42
H 0.9098 0.2723 -1.7109 -0.23 0.57 -0.41

***

No. 9
17
Properties=species:S:1:pos:R:3:forces:R:3 method="wB97M-V/def2-TZVPD" total_energy_ev=-8871.7522 largest_force_ha_per_bohr=0.10276 total_charge=+1 orbital_gap_ha="0.2381 / 0.2382" e_homo_ev="-11.38 / -11.38"
C 0.8862 0.2963 -2.4234 -1.77 0.51 0.69
C 0.8309 0.9205 -1.1866 1.47 -1.53 -4.84
C -1.0331 -1.8048 1.6893 -0.95 0.65 -2.84
C -0.0615 -0.7902 1.2921 0.41 2.23 -1.00
C -0.3288 1.3626 -0.5730 0.45 0.63 3.49
N -0.2271 2.2516 0.4065 -0.19 -0.55 -1.45
O 0.2432 -2.2713 1.1757 1.34 -2.27 -1.85
H 1.6555 -0.0850 -3.0785 1.25 0.44 0.98
H 0.0013 0.0769 -3.0369 -0.44 0.33 0.94
H 1.7366 1.2096 -0.7394 1.14 0.18 0.66
H -1.2560 -2.2129 2.6063 -0.21 -0.71 2.23
H -1.8147 -2.0438 0.9011 0.60 0.55 1.23
H 0.7587 -0.2741 1.8864 -1.40 -1.29 0.18
H -1.2565 0.9348 -0.6709 -2.02 -0.95 -0.79
H 0.1824 -2.6716 0.2371 0.06 1.06 1.85
H -0.9576 2.3363 1.1073 0.32 0.51 -0.35
H 0.6406 2.7652 0.4069 -0.07 0.21 0.89

***

No. 10
17
Properties=species:S:1:pos:R:3:forces:R:3 method="wB97M-V/def2-TZVPD" smiles=CCC[N+]#CCO total_energy_ev=-8876.4748 largest_force_ha_per_bohr=0.06628 total_charge=+1 orbital_gap_ha=0.4396 e_homo_ev=-15.97
C -0.3970 -0.8499 1.3086 0.62 -0.19 -0.49
C 0.3346 0.6688 -1.8770 -0.05 0.14 0.11
C 0.6182 -1.9025 1.8959 -1.19 0.98 -0.06
C -0.2937 1.6222 -0.8701 -0.09 -0.13 -0.16
C -1.4464 0.9746 -0.0760 -0.72 1.76 -1.29
N -0.9447 -0.0392 0.7098 1.33 -2.43 1.98
O 1.8492 -1.5284 1.3962 0.17 0.01 -0.06
H 0.8200 -0.1711 -1.3836 0.07 -0.10 -0.01
H 1.0908 1.1974 -2.4502 0.08 -0.03 -0.05
H -0.4087 0.2893 -2.5741 -0.05 -0.07 -0.08
H 0.5512 -1.8022 2.9882 -0.03 -0.09 -0.23
H 0.2505 -2.8822 1.5756 0.03 0.10 0.06
H -0.7212 2.4793 -1.3926 -0.01 0.01 0.13
H 0.4620 1.9893 -0.1750 -0.08 0.10 0.05
H -1.9353 1.7083 0.5710 -0.01 -0.15 -0.03
H -2.1886 0.5435 -0.7564 0.05 0.05 0.14
H 2.3591 -2.2973 1.1096 -0.12 0.03 -0.02

***

No. 11
17
Properties=species:S:1:pos:R:3:forces:R:3 method="wB97M-V/def2-TZVPD" spin_multiplicity=2 total_energy_ev=-8857.0620 s2=1.76 largest_force_ha_per_bohr=0.11287 total_charge=+2 orbital_gap_ha="0.1362 / 0.3800" e_homo_ev="-17.04 / -21.12"
O 1.1431 -3.7851 -0.2364 1.56 3.24 -0.80
C 1.3062 -2.5692 -0.5360 -1.66 -3.62 -2.10
C 0.2634 -1.6993 0.0028 0.08 2.68 5.15
C 0.7778 -0.1961 0.2876 -0.43 -0.28 0.69
C -0.1561 0.9802 0.0935 3.15 0.78 -4.18
C -1.4581 1.0220 0.5866 -3.44 0.04 -1.29
N 0.3190 1.9540 -0.7570 -1.30 -1.79 3.17
H 1.7957 -2.2480 -1.5366 0.43 -0.82 1.50
H -0.6125 -1.7639 -0.6258 -0.38 -0.35 -0.22
H 0.1025 -1.9609 1.1461 -0.58 -0.57 -2.67
H 1.6954 -0.0522 -0.2396 0.68 0.49 -0.19
H 0.9333 -0.1567 1.3762 0.54 -0.11 -0.23
H -1.5949 1.5981 1.5113 -0.22 -0.45 -0.17
H -2.3755 0.9186 -0.1961 2.22 0.27 2.08
H -3.1076 2.9884 0.7530 -0.33 0.37 0.05
H -0.3249 2.7086 -0.8773 -0.41 0.83 -0.30
H 1.2931 2.2615 -0.7524 0.09 -0.70 -0.51

***

No. 12
17
Properties=species:S:1:pos:R:3:forces:R:3 method="wB97M-V/def2-TZVPD" spin_multiplicity=2 total_energy_ev=-8863.0225 s2=0.76 largest_force_ha_per_bohr=0.04670 total_charge=+2 orbital_gap_ha="0.3842 / 0.2389" e_homo_ev="-19.55 / -19.35"
O -0.7471 1.3106 -0.2899 0.42 0.16 0.28
C -0.9225 0.8449 -1.3756 -0.53 -0.39 -0.02
C -0.7881 -0.6378 -1.6515 0.15 -0.30 -1.42
C 0.4247 -1.2328 -0.9606 0.01 -1.92 0.74
C 0.3186 -1.0343 0.5093 -0.61 2.22 -0.67
C 1.1496 -0.1399 1.1122 0.57 -1.21 0.81
N 0.7611 0.6828 2.2592 0.25 -0.80 1.96
H -1.1998 1.4762 -2.2454 -0.11 0.14 0.21
H -0.6757 -0.7389 -2.7306 0.30 -0.02 -0.15
H -1.7147 -1.1992 -1.5047 -0.29 0.46 0.62
H 1.3530 -0.9881 -1.4679 0.19 0.31 0.41
H 0.2698 -2.3186 -1.0901 0.08 -0.03 -0.34
H -0.6269 -1.2985 0.9772 -0.16 -0.04 -0.07
H 2.2255 -0.2962 1.0370 0.03 0.95 -0.68
H 1.2449 0.4445 3.1519 0.42 -0.35 -0.50
H 1.0490 1.6618 2.1515 -0.54 0.25 -0.43
H -0.2113 0.5645 2.5812 -0.18 0.55 -0.76

***

No. 13
18
Properties=species:S:1:pos:R:3:forces:R:3 method="wB97M-V/def2-TZVPD" smiles="CC[C@@H](NC)C(=O)[O-]" total_energy_ev=-10933.0451 largest_force_ha_per_bohr=0.04219 total_charge=-1 orbital_gap_ha=0.2968 e_homo_ev=-3.97
C 0.0197 2.4475 0.3596 0.14 0.37 -0.56
N 1.0100 1.4673 -0.0837 -0.58 -1.69 0.44
C 0.9101 -2.2919 -0.8087 -0.99 0.96 -0.04
C 1.1213 -0.7717 -1.0490 -0.36 -0.07 -0.09
C 0.5752 0.0078 0.1609 0.64 1.79 -1.05
C -0.9524 -0.2164 0.4593 0.19 -0.58 -0.27
O -1.1429 -0.9227 1.4694 -0.09 -0.08 0.35
O -1.8084 0.2300 -0.3373 0.42 0.23 -0.18
H -0.1956 2.4274 1.4380 0.03 -0.61 -0.29
H 0.5664 3.3959 0.2452 -0.76 0.26 -0.36
H -0.9205 2.3003 -0.2394 0.64 0.73 0.81
H 1.0950 1.5636 -1.0971 -0.18 0.09 0.35
H 0.7655 -2.4337 0.2616 0.57 -0.20 0.16
H -0.1094 -2.5869 -1.1679 1.00 0.15 -0.26
H 1.7097 -2.8956 -1.2124 0.01 -0.40 -0.12
H 0.7467 -0.4705 -2.0393 -1.11 -0.03 0.42
H 2.1198 -0.3577 -1.2324 0.71 -0.94 0.77
H 1.1475 -0.3314 1.0340 -0.28 0.01 -0.09

***

No. 14
18
Properties=species:S:1:pos:R:3:forces:R:3 method="wB97M-V/def2-TZVPD" total_energy_ev=-10929.5860 largest_force_ha_per_bohr=0.07221 total_charge=-1 orbital_gap_ha=0.2947 e_homo_ev=-3.83
C 0.4929 -0.2775 1.4408 0.65 -0.82 1.68
C -0.7625 0.6049 1.2624 1.75 -0.67 -1.69
C 0.3804 -1.6977 0.8022 -1.50 1.79 0.87
N -1.4882 0.0872 -1.4324 0.57 2.51 -2.67
C -0.4139 0.4411 -2.1270 -0.11 -2.78 0.00
C 0.9125 1.0326 -1.5921 1.18 2.14 -2.09
O 1.8836 0.3603 -1.9920 -0.53 -1.04 0.56
O 0.9558 2.1997 -1.1570 -0.94 -0.22 0.85
H 1.4782 0.1831 1.3268 -0.30 0.25 -0.85
H 0.5284 -0.5439 2.5096 0.07 0.29 0.23
H -1.5009 -0.0106 1.7756 -0.76 0.78 -0.10
H -0.9328 0.6954 0.1421 -0.32 -0.29 2.26
H -0.5805 1.6232 1.5909 -0.26 -0.03 0.71
H 0.0061 -1.5328 -0.2057 0.81 -0.82 -0.39
H -0.4710 -2.1140 1.3501 -0.12 -0.37 -0.16
H 1.2232 -2.3305 1.0553 0.31 0.02 -0.79
H -1.4049 1.2355 -1.5966 -0.97 -0.66 1.63
H -0.3065 0.0443 -3.1532 0.46 -0.07 -0.05